No. 1
Here is one molecule with the formula C5H13NOS at a distorted geometry from the Open Molecules 2025 dataset. Energies are from ωB97M-V/def2-TZVPD.

The geometry in XYZ format:
```
21
Properties=species:S:1:pos:R:3
C -0.4172 -1.5661 -0.6580
C -0.5959 -0.2178 1.5373
C -1.7154 0.6178 -0.6084
C 0.8161 0.5227 -0.3956
C -0.4954 -0.1926 -0.0325
N 3.6818 0.2489 0.1242
O 1.2008 1.6530 0.3199
S 2.2181 -0.6750 0.0544
H -0.0434 -2.3404 0.0590
H -1.4375 -1.6350 -1.0254
H 0.3356 -1.5015 -1.4505
H -1.4681 0.5042 1.7260
H -0.9770 -1.1484 1.8414
H 0.3304 0.0444 2.0240
H -2.6656 0.0280 -0.5815
H -1.5877 0.9244 -1.6801
H -2.1158 1.3659 0.1396
H 0.9137 0.8038 -1.4362
H 3.6971 0.6190 1.0544
H 3.7407 0.9698 -0.5578
H 0.6328 1.7767 1.0583
```

Summary:
- E_LUMO (hartree) = 0.02506
- F_max (eV/Å) = 3.4
- highest occupied orbital energy (eV) = -8.3
- Kohn-Sham gap (eV) = 8.98
- SMILES = CC(C)(C)[C@@H](O)SN
- charge = 0
- energy above the lowest of the compared OMol25 structures with the same formula, charge and spin (eV) = 2.032

No. 2
Here is a 2-piece molecular cluster, C5H13NOS overall at a distorted geometry from the Open Molecules 2025 dataset. Energies are from ωB97M-V/def2-TZVPD.

The geometry in XYZ format:
```
21
Properties=species:S:1:pos:R:3
C 0.1267 -0.2923 -0.9724
C 0.4899 1.5673 0.5578
C 2.4854 0.1501 -0.3168
C -3.5469 -1.3329 0.0335
C 0.9943 0.1639 0.2247
N 0.8583 -0.7018 1.3679
O -2.8367 1.1611 -0.5419
S -3.2296 -0.1762 -1.0636
H -0.8844 0.0079 -1.0094
H 0.6442 0.1908 -1.8523
H 0.1683 -1.4483 -0.9565
H 0.7708 2.1929 -0.3046
H 1.2318 2.1096 1.1942
H -0.5310 1.6062 0.8118
H 2.8149 -0.7981 -0.7236
H 2.4864 0.9075 -1.1644
H 3.2978 0.2328 0.4032
H -3.7795 -2.3429 -0.3107
H -3.7790 -1.3762 1.0872
H 1.2259 -1.6482 1.3315
H 0.9923 -0.1733 2.2043
```

Summary:
- E_LUMO (hartree) = -0.01153
- F_max (eV/Å) = 4.0
- highest occupied orbital energy (eV) = -8.6
- Kohn-Sham gap (eV) = 8.31
- charge = 0
- energy above the lowest of the compared OMol25 structures with the same formula, charge and spin (eV) = 3.065

No. 3
Here is one molecule with the formula C5H13NOSi at a distorted geometry from the Open Molecules 2025 dataset. Energies are from ωB97M-V/def2-TZVPD.

The geometry in XYZ format:
```
21
Properties=species:S:1:pos:R:3
C 2.3201 0.4513 1.7988
C 1.9090 1.1692 0.7533
C -0.2620 -2.4113 0.3934
C -1.7119 -0.5191 0.8309
C -0.8040 1.8905 -2.2991
N -0.5948 -1.0539 0.0643
O -0.0967 1.6667 -1.1194
Si 0.8040 0.4129 -0.5644
H 2.8949 0.7687 2.6344
H 2.0540 -0.5668 1.8139
H 2.0435 2.1769 0.5774
H 0.4806 -2.8243 -0.3238
H 0.0524 -2.6631 1.3767
H -1.2741 -2.9337 0.1479
H -2.1122 0.4029 0.4720
H -2.5902 -1.1536 0.8503
H -1.3399 -0.4697 1.9102
H -1.3252 0.9628 -2.6295
H -0.1722 2.3144 -2.9893
H -1.5025 2.6853 -2.0320
H 1.2273 -0.3062 -1.6660
```

Summary:
- E_LUMO (hartree) = 0.03328
- F_max (eV/Å) = 4.8
- highest occupied orbital energy (eV) = -7.6
- Kohn-Sham gap (eV) = 8.51
- SMILES = C=C[Si@H](OC)N(C)C
- charge = 0
- energy above the lowest of the compared OMol25 structures with the same formula, charge and spin (eV) = 3.026

No. 4
Here is one molecule with the formula C5H13NS at a distorted geometry from the Open Molecules 2025 dataset. Energies are from ωB97M-V/def2-TZVPD.

The geometry in XYZ format:
```
20
Properties=species:S:1:pos:R:3
C 1.2923 -0.2468 -0.0899
C 0.6308 -1.4155 -0.8053
C -0.4624 -2.2120 -0.0381
S 0.2185 -2.6901 1.6255
C 0.3799 0.8466 0.4140
N -0.1972 1.5927 -0.7459
C -0.8504 2.8066 -0.2367
H 2.1357 0.1376 -0.6602
H 1.7106 -0.6916 0.8258
H 1.4232 -2.1520 -0.9875
H 0.2198 -1.1575 -1.7883
H -1.3384 -1.5683 0.0640
H -0.7237 -3.1423 -0.5342
H -0.9446 -2.6753 2.2835
H -0.4086 0.4910 1.0926
H 0.8981 1.6235 0.9947
H -0.9682 1.0067 -1.0573
H -1.5032 2.5732 0.6175
H -1.4141 3.3341 -1.0129
H -0.0981 3.5394 0.0389
```

Summary:
- E_LUMO (hartree) = 0.03077
- F_max (eV/Å) = 1.7
- highest occupied orbital energy (eV) = -9.0
- Kohn-Sham gap (eV) = 9.82
- SMILES = CNCCCCS
- charge = 0
- energy above the lowest of the compared OMol25 structures with the same formula, charge and spin (eV) = 0.628

No. 5
Here is one molecule with the formula C5H13NS at a distorted geometry from the Open Molecules 2025 dataset. Energies are from ωB97M-V/def2-TZVPD.

The geometry in XYZ format:
```
20
Properties=species:S:1:pos:R:3
C 0.7246 -0.2071 0.4190
C 1.6879 -0.2941 -0.7423
C 1.3295 -1.2702 -1.8634
S 0.7032 -0.7732 -3.5309
C -0.3412 0.8911 0.4247
N -0.9751 1.2226 1.6574
C -2.2876 0.6456 1.8981
H 0.1105 -1.0968 0.5863
H 1.3997 -0.1049 1.2899
H 2.1279 0.6334 -1.1221
H 2.6933 -0.7074 -0.5068
H 0.5523 -1.9452 -1.5142
H 2.2001 -1.8707 -2.1276
H -0.2014 0.0696 -3.0195
H -1.1076 0.6146 -0.3276
H -0.1286 1.8688 -0.0906
H -0.4057 1.0054 2.4598
H -2.5096 -0.2289 1.2649
H -2.4309 0.1960 2.8830
H -3.1411 1.3516 1.9618
```

Summary:
- E_LUMO (hartree) = 0.03598
- F_max (eV/Å) = 3.2
- highest occupied orbital energy (eV) = -8.7
- Kohn-Sham gap (eV) = 9.72
- SMILES = CNCCCCS
- charge = 0
- energy above the lowest of the compared OMol25 structures with the same formula, charge and spin (eV) = 1.628

No. 6
Here is one molecule with the formula C5H13NS at a distorted geometry from the Open Molecules 2025 dataset. Energies are from ωB97M-V/def2-TZVPD.

The geometry in XYZ format:
```
20
Properties=species:S:1:pos:R:3
C 0.8067 0.6087 -0.2650
N -0.3041 -0.2231 0.2280
C -1.5822 0.4397 -0.1834
C -2.7237 -0.4243 0.2470
S -4.2914 0.4857 0.0922
C 2.1644 0.3332 0.3691
C 2.7592 -0.9916 -0.0779
H 0.9401 0.2712 -1.3096
H 0.6759 1.6715 -0.2968
H -0.2121 -1.0759 -0.3148
H -1.5848 0.6314 -1.2731
H -1.6258 1.4692 0.1566
H -2.6880 -1.3771 -0.3350
H -2.4867 -0.7625 1.2642
H -3.8146 1.6445 0.6385
H 2.2547 0.2973 1.4601
H 2.8832 1.0989 0.0600
H 2.2042 -1.8447 0.3497
H 2.8616 -1.2526 -1.1324
H 3.7633 -0.9994 0.3226
```

Summary:
- E_LUMO (hartree) = 0.03674
- F_max (eV/Å) = 1.9
- highest occupied orbital energy (eV) = -9.1
- Kohn-Sham gap (eV) = 10.05
- SMILES = CCCNCCS
- charge = 0
- energy above the lowest of the compared OMol25 structures with the same formula, charge and spin (eV) = 0.960

No. 7
Here is one molecule with the formula C5H13NS2 at a distorted geometry from the Open Molecules 2025 dataset. Energies are from ωB97M-V/def2-TZVPD.

The geometry in XYZ format:
```
21
Properties=species:S:1:pos:R:3
N -2.0354 -0.1439 -0.6689
C -1.5194 1.0719 -0.0681
C -2.6190 2.1979 -0.0757
C -0.3309 1.6063 -0.8427
S 1.3184 0.7759 -0.6192
S 1.0054 -1.2180 -0.5172
C 1.7720 -1.7347 1.0797
C 0.7578 -2.2529 2.0781
H -1.9611 -0.1147 -1.6756
H -2.9668 -0.3614 -0.3487
H -1.1923 0.9018 0.9579
H -2.2490 3.2181 -0.1349
H -3.1515 2.0398 0.8657
H -3.3138 1.9884 -0.8864
H -0.4837 1.5202 -1.9237
H -0.1256 2.6712 -0.8182
H 2.4542 -2.4966 0.7083
H 2.3138 -0.8666 1.4237
H -0.2956 -2.1155 1.8074
H 0.8245 -1.8438 3.0822
H 0.7779 -3.3370 2.1360
```

Summary:
- E_LUMO (hartree) = 0.03295
- F_max (eV/Å) = 1.9
- highest occupied orbital energy (eV) = -7.8
- Kohn-Sham gap (eV) = 8.68
- SMILES = CCSSC[C@@H](C)N
- charge = 0
- energy above the lowest of the compared OMol25 structures with the same formula, charge and spin (eV) = 0.815

No. 8
Here is a 2-piece molecular cluster, C5H13NSi overall at a distorted geometry from the Open Molecules 2025 dataset. Energies are from ωB97M-V/def2-TZVPD.

The geometry in XYZ format:
```
20
Properties=species:S:1:pos:R:3
C -2.6286 1.7773 -1.4814
C 0.9728 -0.6749 2.3467
C -0.2058 -1.6213 -0.4955
C 1.9190 0.6711 -0.2583
C -0.8881 1.1265 0.5102
N -1.8932 0.8039 -1.2871
Si 0.4241 -0.2487 0.5093
H -3.1485 1.7706 -2.4265
H -2.9132 2.6375 -0.7616
H 1.6224 -1.6301 2.3442
H 1.7554 0.1153 2.7410
H 0.1805 -0.8223 3.0580
H -1.0206 -2.0899 0.0440
H -0.5799 -1.4305 -1.5073
H 0.5745 -2.4961 -0.5378
H 1.8918 0.7472 -1.2845
H 1.5837 1.6599 0.1167
H 2.8473 0.3439 0.1794
H -1.7250 0.8753 1.1522
H -0.7094 2.1220 0.2089
```

Summary:
- E_LUMO (hartree) = 0.02606
- F_max (eV/Å) = 4.4
- highest occupied orbital energy (eV) = -8.7
- Kohn-Sham gap (eV) = 9.42
- charge = 0
- energy above the lowest of the compared OMol25 structures with the same formula, charge and spin (eV) = 3.308

No. 9
Here is a 2-piece molecular cluster, C5H13O overall at a distorted geometry from the Open Molecules 2025 dataset. Energies are from ωB97M-V/def2-TZVPD.

The geometry in XYZ format:
```
19
Properties=species:S:1:pos:R:3
C 0.8710 -0.1913 -1.9028
C -0.0613 2.2393 0.1103
C -1.3710 -1.1245 -0.0739
C 0.0585 -0.8291 1.7849
C 0.9725 0.1041 -0.4157
O -0.0176 -0.7452 0.3182
H -0.2021 -0.0087 -2.2295
H 1.3124 -1.1777 -1.9067
H 1.5289 0.6343 -2.3616
H 0.7541 2.9307 0.0690
H -0.2956 2.0406 1.1461
H -0.7501 2.3411 -0.6926
H -1.4428 -2.1597 -0.2447
H -1.9952 -0.8518 0.8080
H -1.5465 -0.7113 -1.0647
H -0.7290 -1.4700 2.2675
H 0.9723 -1.1751 2.0778
H 0.0321 0.0462 2.2571
H 1.9094 0.1082 0.0531
```

Summary:
- E_LUMO (hartree) = -0.13442
- F_max (eV/Å) = 5.9
- highest occupied orbital energy (eV) = -13.1
- Kohn-Sham gap (eV) = 9.47
- charge = +1
- energy above the lowest of the compared OMol25 structures with the same formula, charge and spin (eV) = 4.025

No. 10
Here is a 2-piece molecular cluster, C5H13O2 overall at a distorted geometry from the Open Molecules 2025 dataset. Energies are from ωB97M-V/def2-TZVPD.

The geometry in XYZ format:
```
20
Properties=species:S:1:pos:R:3
C 0.0300 2.8083 -0.2124
O 1.2648 3.1972 0.1291
C -0.0231 1.3194 -0.6806
C -1.2289 0.4519 -0.2730
C -0.8560 -0.8980 0.3362
C -0.0923 -0.7903 1.6519
H -0.4343 3.4841 -0.9800
H -0.7397 2.8582 0.6339
H 0.2468 1.2591 -1.7392
H 0.8836 0.9202 -0.2207
H -1.7043 1.0869 0.4916
H -1.9849 0.3283 -1.0499
H -1.7665 -1.4844 0.4761
H -0.3522 -1.4880 -0.4470
H -0.7226 -0.1902 2.3013
H -0.0051 -1.7772 2.1059
H 0.8914 -0.3683 1.5242
H 1.6448 -3.1756 -0.9430
H 2.8314 -4.0452 -1.3866
O 2.1171 -3.4964 -1.7178
```

Summary:
- E_LUMO (hartree) = 0.10965
- F_max (eV/Å) = 1.1
- highest occupied orbital energy (eV) = -2.1
- Kohn-Sham gap (eV) = 5.04
- charge = -1
- energy above the lowest of the compared OMol25 structures with the same formula, charge and spin (eV) = 1.389

No. 11
Here is a 2-piece molecular cluster, C5H13O2 overall at a distorted geometry from the Open Molecules 2025 dataset. Energies are from ωB97M-V/def2-TZVPD.

The geometry in XYZ format:
```
20
Properties=species:S:1:pos:R:3
C 2.4671 0.2063 -0.9442
O 2.8477 0.6853 -2.1183
C 0.9313 0.2436 -0.6143
C 0.5844 0.0959 0.8729
C -0.8828 -0.2531 1.2000
C -1.0705 -1.4302 2.1775
H 2.9148 0.7516 -0.0722
H 2.6822 -0.9010 -0.7547
H 0.4953 1.1510 -1.0518
H 0.4149 -0.5957 -1.1141
H 1.1670 -0.7880 1.1764
H 0.9795 0.9533 1.4209
H -1.4431 0.6391 1.4832
H -1.2770 -0.5383 0.2196
H -1.9727 -1.2086 2.7547
H -1.1926 -2.3405 1.5976
H -0.2546 -1.5578 2.8862
H -2.0478 1.1396 -2.5694
H -2.8953 1.7826 -3.6910
O -2.4481 1.9649 -2.8590
```

Summary:
- E_LUMO (hartree) = 0.12217
- F_max (eV/Å) = 1.1
- highest occupied orbital energy (eV) = -2.2
- Kohn-Sham gap (eV) = 5.50
- charge = -1
- energy above the lowest of the compared OMol25 structures with the same formula, charge and spin (eV) = 1.393

No. 12
Here is one molecule with the formula C5H13O2P at a distorted geometry from the Open Molecules 2025 dataset. Energies are from ωB97M-V/def2-TZVPD.

The geometry in XYZ format:
```
21
Properties=species:S:1:pos:R:3
C -1.9264 0.9207 -1.6091
C -1.7222 -0.4502 -1.5859
C -1.3407 -1.1478 -0.3393
P 0.3097 -0.3888 0.4135
C -0.5673 0.5359 1.7560
C 2.0557 0.2352 0.9784
O 2.8138 0.8388 -0.0475
O 3.1707 -0.1927 -0.9738
H -2.8923 1.3832 -1.7749
H -1.0617 1.5526 -1.4088
H -1.7962 -1.0152 -2.5185
H -2.1790 -1.1146 0.3545
H -1.1505 -2.2040 -0.5486
H 0.6007 0.1179 -0.8908
H 0.7359 -1.7153 0.7009
H -0.1646 1.5332 1.9127
H -0.5214 -0.0384 2.6819
H -1.6157 0.6660 1.5026
H 2.5960 -0.6013 1.4370
H 1.9405 1.0079 1.7394
H 2.7150 0.0770 -1.7800
```

Summary:
- E_LUMO (hartree) = 0.00672
- F_max (eV/Å) = 1.9
- highest occupied orbital energy (eV) = -7.3
- Kohn-Sham gap (eV) = 7.52
- SMILES = C=CC[PH2](C)COO
- charge = 0
- energy above the lowest of the compared OMol25 structures with the same formula, charge and spin (eV) = 9.327

- What is the Kohn-Sham gap in the sixth record?
  10.05 eV

- Which of these has the highest E_LUMO?
  number 11

- Which value of charge does entry 9 give?
  +1